{"formula": "C32H52GeN4PRbSe", "method": "ωB97M-V/def2-TZVPD", "gap_ev": 4.54, "fmax_ha_per_bohr": 0.0184, "relative_energy_ev": 0.287, "elements": ["Rb", "N", "C", "C", "N", "C", "C", "N", "C", "C", "N", "H", "H", "H", "H", "H", "H", "H", "H", "H", "H", "H", "H", "H", "H", "H", "H", "H", "H", "C", "C", "C", "C", "C", "C", "C", "P", "C", "C", "C", "C", "C", "C", "C", "C", "C", "C", "C", "C", "C", "C", "H", "H", "H", "H", "H", "H", "H", "H", "H", "H", "H", "H", "H", "H", "H", "H", "H", "H", "H", "H", "C", "Ge", "C", "C", "C", "Se", "C", "H", "H", "H", "H", "H", "H", "H", "H", "H", "H", "H", "H", "H", "H"], "coordinates": [[-1.3132, -0.8149, -0.1807], [-4.3608, -0.5941, 0.2881], [-4.3374, -1.8647, 1.0349], [-3.7685, -1.6539, 2.4336], [-2.3274, -1.3758, 2.4517], [-2.0398, -0.2210, 3.3130], [-0.5918, 0.2490, 3.3738], [-0.0901, 0.6923, 2.0640], [-1.5371, -2.5457, 2.8446], [-1.7125, -3.7879, 1.9790], [-1.3320, -3.5467, 0.5816], [-4.9881, 0.0576, 0.7464], [-4.7401, -0.7496, -0.6395], [-3.7040, -2.5625, 0.4853], [-5.3311, -2.3157, 1.1314], [-4.0016, -2.5316, 3.0501], [-4.3000, -0.8126, 2.8890], [-2.3536, -0.4206, 4.3516], [-2.6443, 0.6133, 2.9436], [0.0618, -0.5435, 3.7394], [-0.5648, 1.0382, 4.1331], [0.8710, 1.0064, 2.1425], [-0.6369, 1.4877, 1.7471], [-1.7584, -2.8319, 3.8873], [-0.4820, -2.2704, 2.7942], [-2.7506, -4.1282, 1.9980], [-1.1150, -4.5758, 2.4496], [-1.4448, -4.3943, 0.0378], [-0.3376, -3.3289, 0.5318], [1.8615, 1.7399, -1.1994], [3.1255, 1.0953, -0.6847], [4.2316, 1.8826, -0.3816], [5.4171, 1.3216, 0.0783], [5.5059, -0.0519, 0.2328], [4.4069, -0.8493, -0.0669], [3.2130, -0.2974, -0.5188], [1.7171, -1.2924, -0.9200], [2.1184, -2.9621, -0.2411], [2.1250, -4.0761, -1.0835], [2.2268, -5.3645, -0.5744], [2.3245, -5.5613, 0.7947], [2.3158, -4.4638, 1.6445], [2.2095, -3.1648, 1.1512], [2.2037, -2.0114, 2.1246], [1.8251, -1.4740, -2.7126], [3.0527, -1.8604, -3.2842], [3.1956, -2.1686, -4.6152], [2.0358, -2.1031, -5.4229], [0.8363, -1.7022, -4.9177], [0.6545, -1.2936, -3.5420], [-0.5837, -0.7910, -3.1410], [2.0283, 2.7961, -1.4104], [1.0535, 1.6653, -0.4643], [1.5031, 1.2607, -2.1150], [4.1636, 2.9568, -0.5207], [6.2662, 1.9549, 0.3042], [6.4275, -0.5069, 0.5751], [4.4883, -1.9254, 0.0433], [2.0381, -3.9205, -2.1522], [2.2309, -6.2112, -1.2502], [2.4085, -6.5618, 1.2017], [2.3909, -4.6135, 2.7172], [1.9282, -2.3535, 3.1243], [1.5082, -1.2300, 1.8069], [3.1881, -1.5420, 2.1906], [3.9209, -1.9411, -2.6356], [4.1522, -2.4620, -5.0256], [2.1019, -2.3704, -6.4721], [-0.0295, -1.6462, -5.5694], [-1.3728, -0.6649, -3.8721], [-0.7084, -0.2772, -2.2118], [-2.7511, 5.9647, -1.7334], [-1.5193, 5.6704, -0.2553], [0.3042, 5.5596, -0.9185], [-1.6924, 7.0790, 1.0833], [-1.9369, 3.9618, 0.6182], [-1.9713, 2.4449, -0.6196], [-3.8193, 2.6347, -1.1798], [-2.4912, 6.8872, -2.2558], [-3.7807, 6.0501, -1.3812], [-2.6812, 5.1389, -2.4435], [0.6197, 6.5190, -1.3323], [0.3623, 4.8064, -1.7050], [0.9950, 5.2835, -0.1194], [-1.4722, 8.0534, 0.6431], [-0.9966, 6.9107, 1.9072], [-2.7068, 7.1054, 1.4855], [-2.8985, 3.9855, 1.1328], [-1.1738, 3.7458, 1.3687], [-3.9733, 3.6042, -1.6438], [-4.4833, 2.5106, -0.3272], [-4.0092, 1.8514, -1.9102]], "forces_ev_per_a": [[-0.7827, -0.0184, 0.5306], [-0.0147, -0.2208, 0.1045], [0.0264, 0.1595, -0.0325], [0.0652, -0.0188, -0.1128], [-0.0073, 0.0037, 0.3104], [0.0530, -0.0998, -0.0547], [0.0567, 0.0242, -0.1779], [-0.1403, -0.0220, 0.3734], [-0.0695, 0.0252, -0.0983], [0.0005, 0.0684, -0.1507], [0.0122, -0.2070, 0.2602], [0.0096, 0.0328, -0.0051], [0.0106, 0.0162, -0.0095], [-0.0168, -0.0423, 0.0111], [-0.0337, -0.0437, 0.0031], [-0.0034, 0.0185, 0.0355], [0.0088, -0.0051, 0.0265], [-0.0493, 0.0079, 0.0109], [-0.0415, -0.0162, 0.0237], [0.0132, -0.0116, -0.0077], [0.0163, 0.0551, 0.0262], [0.0110, -0.0244, -0.0444], [-0.0055, 0.0129, -0.0279], [0.0413, 0.0134, 0.0344], [0.0110, 0.0051, 0.0533], [-0.0068, 0.0101, -0.0052], [0.0125, -0.0524, 0.0270], [-0.0150, -0.0030, -0.0188], [0.0593, -0.1921, 0.0406], [0.0778, -0.0325, -0.0170], [-0.0519, 0.0552, -0.0130], [-0.0069, -0.0139, -0.0205], [-0.0521, -0.0115, -0.0073], [-0.0474, -0.0115, -0.0157], [0.0918, -0.0206, -0.0053], [-0.0912, -0.0550, 0.0429], [0.6257, 0.0194, -0.4615], [-0.0518, 0.0305, 0.0649], [-0.0366, -0.0207, 0.0187], [-0.0027, 0.0286, 0.0058], [-0.0032, 0.0154, 0.0024], [-0.0138, 0.0256, -0.0211], [0.0244, 0.0185, 0.0371], [0.0278, -0.0486, -0.0506], [0.0662, 0.0281, 0.0370], [-0.0489, -0.0038, 0.0539], [-0.0799, 0.0199, 0.0133], [0.0185, -0.0123, 0.0258], [0.0197, 0.0086, 0.0513], [-0.2386, 0.0452, 0.0902], [0.2619, -0.2438, -0.2811], [-0.0066, 0.0178, 0.0080], [-0.0097, -0.0290, 0.0126], [0.0184, -0.0051, 0.0196], [0.0062, -0.0273, 0.0067], [-0.0144, -0.0044, -0.0069], [-0.0155, 0.0018, -0.0033], [-0.0159, 0.0045, 0.0024], [0.0051, -0.0029, 0.0202], [0.0020, 0.0218, 0.0087], [-0.0087, 0.0183, -0.0060], [-0.0003, 0.0043, -0.0228], [0.0004, -0.0012, -0.0054], [-0.0182, -0.0209, -0.0007], [-0.0150, -0.0173, -0.0131], [-0.0086, 0.0199, 0.0178], [-0.0061, -0.0014, 0.0040], [-0.0076, 0.0014, -0.0113], [0.0198, 0.0059, 0.0040], [0.0385, 0.0319, -0.0310], [0.3326, 0.3602, -0.6033], [-0.0513, 0.0598, -0.0878], [0.0293, -0.0163, 0.0270], [0.0875, 0.0056, -0.0554], [-0.0129, 0.0904, 0.0469], [-0.0824, -0.1037, 0.0468], [-0.0061, 0.3938, -0.1020], [0.0062, -0.0558, 0.0170], [-0.0195, -0.0329, 0.0079], [0.0252, -0.0045, -0.0317], [0.0058, 0.0755, -0.0094], [0.0090, -0.0425, 0.0090], [0.0364, 0.0014, 0.0104], [-0.0119, 0.0141, -0.0295], [-0.0111, -0.0290, 0.0355], [-0.0299, 0.0214, -0.0139], [0.0388, 0.0171, 0.0014], [0.0053, -0.0139, 0.0349], [0.0136, -0.0007, -0.0044], [-0.0263, -0.0369, 0.0148], [-0.0058, -0.0067, 0.0104], [-0.0061, -0.0110, -0.0042]], "mulliken_charge": [1.20, -0.37, -0.78, -1.21, 1.02, -0.94, -1.11, -0.08, -0.09, -1.11, -0.22, 0.20, 0.24, 0.32, 0.42, 0.33, 0.65, 0.34, 0.45, 0.43, 0.46, 0.21, -0.18, 0.20, -0.27, 0.43, 0.55, 0.26, -0.29, -0.95, 0.38, -0.73, -0.84, -0.79, -0.48, 0.62, 1.04, 0.54, -1.43, -0.81, -0.86, -0.48, 0.99, -1.24, 0.59, -0.03, -0.89, -0.40, -1.10, 1.59, -0.92, 0.48, -0.10, 0.23, 0.44, 0.39, 0.44, 0.50, 0.43, 0.45, 0.37, 0.44, 0.57, -0.35, 0.45, 0.32, 0.41, 0.37, 0.34, 0.20, -1.04, -1.29, 0.62, -1.21, -1.19, -1.25, -0.02, -1.01, 0.40, 0.35, 0.39, 0.43, 0.33, 0.36, 0.36, 0.35, 0.36, 0.57, 0.42, 0.30, 0.27, 0.31]}



{"formula": "C4H7N3O", "method": "ωB97M-V/def2-TZVPD", "gap_ev": 9.75, "fmax_ha_per_bohr": 0.0625, "smiles": "[H]/N=C(/N)N1CC(=O)C1", "relative_energy_ev": 2.005, "elements": ["H", "N", "C", "N", "N", "C", "C", "O", "C", "H", "H", "H", "H", "H", "H"], "coordinates": [[-0.9514, -2.1604, 0.8802], [-0.8563, -2.1891, -0.1561], [-0.4243, -1.1026, -0.6360], [-0.2382, -1.0217, -1.9912], [-0.2357, 0.1496, 0.0147], [-0.1084, 0.2609, 1.5092], [0.7059, 1.5311, 1.2550], [1.3328, 2.3223, 1.9069], [0.6281, 1.3614, -0.2708], [-0.4033, -0.1529, -2.5459], [-0.6319, -1.8757, -2.3268], [-1.0557, 0.3640, 1.9898], [0.5228, -0.6399, 1.7420], [1.6187, 1.0694, -0.5138], [0.0969, 2.0838, -0.8571]], "forces_ev_per_a": [[0.1497, -0.0326, -1.0601], [-0.0606, -0.5006, 1.8929], [0.0188, 3.2118, 0.1081], [0.3525, 0.7252, -0.9443], [-0.4879, -0.2617, 0.5889], [1.3441, -1.3542, -2.2155], [0.5922, 0.9671, 0.0612], [-0.8263, -0.8029, -0.1850], [-1.3190, -1.9977, 1.4345], [0.0696, -1.3104, 1.1260], [-0.1071, -0.2079, -1.0561], [-0.4303, -0.1234, 0.7767], [-0.6034, 0.9727, 1.0553], [0.9987, 0.1128, -1.1809], [0.3088, 0.6018, -0.4017]], "nbo_charge": [0.34, -0.77, 0.58, -0.84, -0.45, -0.34, 0.60, -0.49, -0.33, 0.39, 0.40, 0.23, 0.22, 0.22, 0.23]}



{"formula": "C15H23AsN5O6ReS5", "method": "ωB97M-V/def2-TZVPD", "gap_ev": [6.27, 6.24], "fmax_ha_per_bohr": 0.0417, "charge": -1, "s_squared": 0.76, "multiplicity": 2, "relative_energy_ev": 1.849, "elements": ["Re", "C", "C", "C", "C", "C", "C", "C", "S", "O", "O", "N", "C", "C", "O", "O", "H", "H", "H", "H", "H", "H", "H", "H", "H", "S", "As", "S", "S", "S", "N", "C", "C", "C", "C", "N", "C", "N", "N", "C", "O", "O", "H", "H", "H", "H", "H", "H", "H", "H", "H", "H", "H", "H", "H", "H"], "coordinates": [[-0.1872, -1.7235, 0.1546], [3.9691, -2.2604, -4.6606], [3.0839, -1.3159, -3.8980], [3.3507, -1.0039, -2.5692], [2.5100, -0.1732, -1.8470], [1.3867, 0.3505, -2.4715], [1.1053, 0.0695, -3.8005], [1.9624, -0.7578, -4.5050], [0.1964, 1.2139, -1.5121], [0.9037, 1.9261, -0.4656], [-0.6068, 2.0328, -2.4011], [-0.7453, 0.0737, -0.8503], [-2.1261, -0.0545, -1.3115], [-2.7458, -0.4036, 0.0192], [-3.5854, 0.3055, 0.6007], [-2.1637, -1.4366, 0.4982], [4.7646, -2.6463, -4.0259], [4.4160, -1.7666, -5.5271], [3.3903, -3.1144, -5.0145], [4.2038, -1.4552, -2.0792], [2.7013, 0.0507, -0.8070], [0.2183, 0.4845, -4.2601], [1.7413, -0.9999, -5.5383], [-2.2248, -0.9426, -1.9432], [-2.5181, 0.8136, -1.8320], [2.2815, -4.8548, -2.2357], [0.5186, -4.7079, -1.1297], [-0.6904, -2.8764, -1.7331], [0.9090, -3.6286, 0.8284], [-0.6662, -6.4018, -0.9030], [-0.6801, -1.4097, 2.2509], [-0.3555, 0.0060, 2.5178], [-0.5668, 0.4495, 3.9560], [-1.9582, 1.0417, 4.1869], [-2.0758, 2.5056, 3.7390], [-2.3022, 2.7198, 2.3100], [-1.3933, 3.0432, 1.3827], [-0.0977, 3.2317, 1.6653], [-1.8182, 3.2677, 0.1401], [1.0578, 0.2351, 1.9781], [1.7724, 1.1081, 2.4520], [1.3438, -0.5417, 0.9974], [-1.6849, -1.5700, 2.3082], [-0.1820, -2.0374, 2.8757], [-1.0165, 0.5644, 1.8518], [0.2106, 1.1688, 4.2216], [-0.4126, -0.4097, 4.6159], [-2.1963, 1.0075, 5.2531], [-2.7235, 0.4476, 3.6770], [-1.1913, 3.0686, 4.0403], [-2.9176, 2.9766, 4.2493], [-3.1577, 2.3328, 1.9216], [0.2810, 2.7700, 2.4830], [0.5238, 3.1091, 0.8655], [-2.6900, 2.8071, -0.1238], [-1.1222, 3.3106, -0.5951]], "forces_ev_per_a": [[-0.1736, -0.4879, 0.5820], [-0.0305, -0.0107, 0.0035], [0.0445, -0.0364, 0.0379], [-0.0476, -0.0446, -0.0102], [0.0214, 0.0659, -0.0495], [0.0880, -0.0016, 0.0916], [-0.0179, -0.0429, 0.0068], [-0.0571, 0.0404, -0.0248], [-0.5456, -0.8694, -0.0321], [0.2564, 0.0811, -0.1758], [-0.0689, 0.2613, 0.0246], [1.0214, 1.1953, -0.5631], [0.1050, -0.2467, -0.0847], [-1.0561, 1.7443, -0.6606], [0.6107, -0.7493, -0.1812], [-1.4643, -0.5379, 0.4038], [0.0171, 0.0064, -0.0057], [0.0024, -0.0106, 0.0103], [-0.0155, -0.0113, 0.0134], [0.0035, 0.0080, 0.0083], [0.0007, -0.0275, 0.0114], [0.0033, -0.0108, -0.0161], [-0.0007, 0.0052, 0.0020], [-0.0831, 0.1321, -0.2726], [-0.0288, 0.1326, 0.2547], [0.0818, 0.1320, -0.0476], [0.1425, -0.4398, -0.1721], [0.3772, -0.1971, 0.0220], [0.1853, 0.1745, -0.2617], [-0.1385, 0.0629, 0.0683], [0.5826, 0.1021, 0.8296], [0.0496, -0.2363, 0.0523], [-0.2111, -0.1446, 0.0556], [0.1393, 0.1682, 0.0352], [-0.1089, -0.0246, 0.0126], [-0.0506, -0.2983, -0.1788], [0.5927, 0.1185, 0.4385], [-0.5243, 0.0928, 0.2988], [-0.5297, -0.3281, -0.3537], [0.0846, -0.0919, -0.1448], [-0.0160, 0.0470, 0.0615], [0.1284, 0.1258, -0.0784], [0.1879, -0.0971, 0.0804], [0.0941, 0.0269, 0.0294], [0.0041, 0.0522, -0.0552], [-0.0040, 0.0490, -0.0233], [-0.0108, 0.0069, -0.0319], [-0.0029, 0.0679, -0.0187], [-0.0048, -0.0017, 0.0024], [0.0189, 0.0013, -0.0532], [-0.0176, -0.0280, -0.0103], [0.0600, 0.0195, 0.1593], [0.0721, 0.0187, 0.0216], [-0.0346, -0.0509, -0.0228], [0.3394, 0.2466, -0.0020], [-0.0719, -0.1593, -0.0868]], "nbo_charge": [1.05, -0.63, 0.02, -0.19, -0.21, -0.30, -0.19, -0.22, 2.34, -1.01, -1.00, -0.99, -0.35, 0.82, -0.72, -0.72, 0.22, 0.20, 0.24, 0.22, 0.26, 0.23, 0.21, 0.22, 0.22, -0.73, 0.99, -0.33, -0.41, -0.71, -0.76, -0.20, -0.42, -0.42, -0.22, -0.58, 0.69, -0.79, -0.78, 0.80, -0.68, -0.71, 0.42, 0.40, 0.22, 0.23, 0.21, 0.21, 0.22, 0.21, 0.21, 0.43, 0.43, 0.46, 0.42, 0.44]}



{"formula": "C4H9N2OS", "method": "ωB97M-V/def2-TZVPD", "gap_ev": 8.45, "fmax_ha_per_bohr": 0.1077, "charge": 1, "smiles": "C[N+]1=[S@]2(N)=C(CO)[C@@H]12", "relative_energy_ev": 5.809, "elements": ["C", "N", "S", "N", "C", "C", "O", "C", "H", "H", "H", "H", "H", "H", "H", "H", "H"], "coordinates": [[-2.1317, 0.2211, -1.5829], [-1.1639, 0.0789, -0.5875], [0.0675, 1.1596, 0.0320], [-0.7865, 0.9559, 1.3834], [0.8286, -0.4389, 0.0200], [2.1935, -0.6077, 0.5831], [2.9546, 0.6065, 0.4346], [-0.3271, -0.9543, -0.4535], [-1.8023, 0.4263, -2.6098], [-2.6335, -0.7605, -1.5230], [-2.8023, 1.0069, -1.1975], [-0.5473, 0.2951, 2.1885], [-1.6345, 1.5089, 1.5107], [2.5673, -1.3819, -0.0722], [2.1852, -0.7774, 1.6167], [3.6082, 0.6558, 1.0896], [-0.5759, -1.9942, -0.8323]], "forces_ev_per_a": [[-1.7135, 0.2113, -0.4627], [1.1178, 0.1215, -1.7391], [-1.9409, -0.7529, 0.1610], [0.5266, 1.0996, 5.4036], [0.0260, 1.2968, 0.5262], [0.3937, 0.7007, -1.5097], [-2.4863, -0.2848, -2.1192], [1.5609, -3.3990, -1.7101], [0.0792, -0.0326, 0.2674], [-0.3040, 0.5288, -0.4846], [-0.1981, -0.3235, -0.7359], [-0.1594, 1.4516, -1.9580], [0.6313, 0.0114, 0.0751], [0.8940, -0.6574, 0.5475], [-0.1153, -1.1738, 1.4274], [1.4398, -0.0479, 1.4771], [0.2483, 1.2503, 0.8341]], "nbo_charge": [-0.42, -0.51, 1.29, -1.05, -0.31, -0.10, -0.71, 0.09, 0.22, 0.24, 0.22, 0.45, 0.43, 0.22, 0.20, 0.49, 0.25]}



> What is the formula in the fourth record?

C4H9N2OS